The following is a DFT calculation (the ωB97M-V functional and the def2-TZVPD basis) of a structure of composition B4F8H8O2V at a distorted geometry.

Geometry as XYZ:
```
23
Properties=species:S:1:pos:R:3:forces:R:3
O 0.565 1.327 -1.672 -0.8 -0.1 0.8
V -0.082 0.175 -0.747 1.6 -2.5 0.9
O -1.603 0.174 -1.319 -0.2 0.7 0.1
B -0.127 0.147 1.615 -0.3 -0.1 -1.1
H -0.516 1.138 1.437 -2.1 3.9 -1.3
H 0.822 0.142 1.100 4.4 -0.4 -2.3
H -0.008 0.069 2.684 0.7 -0.4 3.5
H -0.742 -0.657 1.243 -2.7 -3.1 -1.8
B 0.520 -1.818 -1.806 -0.2 0.8 0.5
H 0.773 -2.750 -2.286 1.2 -3.1 -1.6
H 0.227 -1.094 -2.551 -1.1 3.1 -3.0
H -0.342 -2.023 -1.190 -3.9 -0.8 2.6
H 1.265 -1.440 -1.123 3.4 1.6 2.6
B 3.535 -0.894 0.266 1.6 0.8 -1.2
F 3.935 -1.770 -0.707 -0.6 -1.9 -1.6
F 2.804 -1.461 1.253 -1.0 -0.3 0.7
F 4.786 -0.477 0.727 0.6 1.3 1.4
F 2.891 0.197 -0.425 -0.5 0.1 0.7
B -3.756 2.200 0.709 0.3 0.1 1.2
F -4.499 3.328 1.004 -1.0 1.0 0.4
F -4.540 1.083 0.631 -1.4 -1.5 0.6
F -3.179 2.328 -0.482 1.5 0.8 -3.5
F -2.728 2.078 1.638 0.3 -0.2 1.2
```
Positions in Å, forces in eV/Å.

The total charge is -2. The spin multiplicity is 2. As for the largest force on an atom: 5.0 eV Å⁻¹. The total energy is -1997.8752 Eh.

Here are the Mulliken charges for atoms 1 to 5, given in e: -0.328, 0.911, -0.215, 0.235, -0.039



The following is a DFT calculation (the ωB97M-V functional and the def2-TZVPD basis) of a cluster of 2 separate species, C3H2N4 in total at a distorted geometry.

Geometry as XYZ:
```
9
Properties=species:S:1:pos:R:3:forces:R:3
N -1.705 1.996 1.409 0.4 -0.8 -0.9
C -1.248 1.343 0.566 -0.2 0.8 0.5
C -0.719 0.623 -0.542 1.2 1.2 -1.0
C 0.478 0.081 -0.626 0.7 -1.3 0.9
N 1.492 -0.512 -0.890 -0.3 -0.2 -0.4
H -0.142 1.237 -1.394 -2.2 0.4 0.4
H 2.249 -0.099 -1.405 0.5 0.1 0.3
N -0.073 -2.842 1.610 -0.4 1.6 -0.5
N -0.333 -1.828 1.271 0.4 -1.7 0.7
```
Positions in Å, forces in eV/Å.

The value obtained for the relative energy (zero: lowest compared OMol25 entry of this formula, charge and spin) is 167.30 kJ/mol. As for the largest force on an atom: 2.3 eV Å⁻¹. As for the SMILES: N#CC=C=N.N#N.

Here are the Mulliken charges for atoms 1 to 5, given in e: -0.398, 0.445, -0.495, 0.458, -0.461



The following is a DFT calculation (the ωB97M-V functional and the def2-TZVPD basis) of a structure of composition C20H10CsF5N2O2Se at a distorted geometry.

Geometry as XYZ:
```
41
Properties=species:S:1:pos:R:3:forces:R:3
Cs -0.567 -1.707 -1.256 -0.4 3.1 -2.9
O -2.673 -2.767 -0.858 -2.2 -1.2 0.7
C -3.333 -2.612 0.225 0.0 -0.2 -0.1
C -4.767 -2.646 0.230 0.1 0.0 0.1
C -5.514 -2.428 1.365 0.1 0.0 0.1
C -4.899 -2.142 2.596 0.1 -0.1 -0.3
C -3.515 -2.100 2.616 0.2 0.0 0.0
C -2.710 -2.351 1.498 0.3 0.2 0.3
C -1.238 -2.264 1.727 -0.7 -0.4 0.1
N -0.359 -2.920 1.082 0.7 -0.2 0.7
N 0.970 -2.671 1.489 -0.5 -0.1 -0.2
C 1.826 -2.570 0.494 0.5 0.0 0.2
O 1.623 -2.535 -0.758 2.3 -1.3 1.0
C 3.269 -2.422 0.983 -0.4 0.0 0.1
C 4.308 -2.304 0.073 0.2 0.0 0.0
C 5.623 -2.165 0.521 -0.2 0.0 -0.1
C 5.907 -2.143 1.880 -0.1 0.0 0.0
C 4.865 -2.262 2.796 -0.1 0.0 -0.1
C 3.557 -2.400 2.349 0.2 0.0 0.0
H -5.238 -2.840 -0.726 0.0 0.0 0.0
H -6.597 -2.465 1.297 0.0 0.0 0.0
H -5.476 -1.953 3.492 0.0 0.0 0.0
H -3.001 -1.874 3.548 -0.1 0.0 0.0
H -0.910 -1.579 2.512 0.0 0.0 0.2
H 4.060 -2.314 -0.982 0.0 0.0 0.0
H 6.431 -2.066 -0.195 0.0 0.0 0.0
H 6.928 -2.026 2.223 0.0 0.0 0.0
H 5.075 -2.241 3.860 0.0 0.0 0.0
H 2.726 -2.490 3.035 0.0 0.0 0.0
F -0.498 7.939 -1.574 0.0 0.1 0.1
C -0.514 6.809 -2.306 0.0 0.2 0.1
C 0.659 6.224 -2.726 0.0 -0.1 -0.1
F 1.830 6.800 -2.399 0.1 0.0 0.0
C 0.625 5.062 -3.477 0.4 0.1 0.1
F 1.832 4.589 -3.829 0.0 -0.1 -0.1
C -0.547 4.415 -3.862 0.0 -0.4 -0.3
Se -0.577 2.823 -4.935 0.0 0.6 0.3
C -1.700 5.049 -3.407 -0.4 0.1 0.1
F -2.920 4.563 -3.688 0.0 -0.1 -0.1
C -1.703 6.212 -2.655 0.0 -0.2 -0.1
F -2.860 6.773 -2.259 -0.1 0.0 0.0
```
Positions in Å, forces in eV/Å.

The total charge is -2. The value obtained for the relative energy (zero: lowest compared OMol25 entry of this formula, charge and spin) is 77.17 kJ/mol. As for the largest force on an atom: 4.3 eV Å⁻¹.

Here are the Mulliken charges for atoms 1 to 5, given in e: 0.926, -0.971, 0.726, -0.674, -0.245